Entry 1:
CH3FIN | ωB97M-V with the def2-TZVPD basis set

HOMO: -9.8 eV
energy above the lowest of the compared OMol25 structures with the same formula, charge and spin: 83.26 kcal/mol
2S+1: 1
LUMO level: -0.77 eV
calculated total energy: -13389.784 eV
SMILES: C=NF.I

Last column: Mulliken charge in e.
Atoms and positions in Å:
1 C -1.103570 -0.064407 0.245831  -0.404
2 N -0.623372 1.043370 0.916974  -0.147
3 F -0.835660 2.213061 0.258864  -0.139
4 H -1.246213 -0.018300 -0.790608  0.339
5 H -0.920067 -0.920966 0.941532  0.348
6 I 2.397768 -0.609899 0.033334  -0.098
7 H 2.331114 -1.642858 -1.605928  0.102

Atomic forces in eV per Å
3.55 4.46 4.99
-2.58 -4.97 -1.29
0.10 0.34 -1.05
-0.92 -0.23 -1.26
-0.42 0.50 -1.32
0.09 -1.88 -2.93
0.17 1.78 2.86

Entry 2:
C2H6FInO2 | ωB97M-V with the def2-TZVPD basis set

HOMO: -19.8 eV
energy above the lowest of the compared OMol25 structures with the same formula, charge and spin: 92.84 kcal/mol
2S+1: 1
LUMO level: -15.89 eV
calculated total energy: -14129.995 eV
total charge: +2

Last column: Mulliken charge in e.
Atoms and positions in Å:
1 In 2.773996 0.868626 -0.055002  1.394
2 F 3.395366 -1.809474 -1.124922  -0.196
3 C -0.710604 -0.611884 0.501098  -0.324
4 C -1.077444 0.769616 -0.173102  -0.329
5 O -0.099554 1.764746 0.074858  -0.398
6 O 0.562996 -1.126594 0.210228  -0.334
7 H -1.300954 -1.447044 0.124158  0.388
8 H -0.691874 -0.554364 1.589418  0.345
9 H -2.072524 1.070496 0.154588  0.406
10 H -1.043334 0.599766 -1.249252  0.331
11 H -0.472854 2.543216 -0.344922  0.360
12 H 0.736786 -2.067104 0.292848  0.357

Atomic forces in eV per Å
-0.43 -1.89 -0.62
-0.57 1.75 0.73
0.28 -0.03 -0.96
1.37 -2.22 0.59
0.38 -0.71 0.60
2.01 2.67 -1.25
-1.31 0.28 0.44
-0.92 0.06 0.63
-0.08 0.21 -0.04
-0.62 -0.28 -0.44
0.22 0.93 -0.15
-0.31 -0.77 0.47

Entry 3:
C4H4N2O2 | ωB97M-V with the def2-TZVPD basis set

HOMO: -9.3 eV
energy above the lowest of the compared OMol25 structures with the same formula, charge and spin: 43.46 kcal/mol
2S+1: 1
LUMO level: 0.30 eV
calculated total energy: -11286.655 eV
SMILES: [H]/N=c1/ccoc(O)n1

Last column: Mulliken charge in e.
Atoms and positions in Å:
1 H -1.962458 -2.077446 -0.180740  0.319
2 N -2.309123 -1.111366 0.001563  -0.761
3 C -1.196963 -0.447794 0.050508  0.712
4 C -1.033826 0.987497 0.017037  -0.397
5 C 0.214962 1.459318 -0.109950  -0.270
6 O 1.398374 0.777961 -0.026178  -0.343
7 C 1.133664 -0.595823 -0.029951  0.524
8 O 2.304785 -1.257440 -0.034223  -0.482
9 N 0.001386 -1.198717 -0.104111  -0.469
10 H -1.944069 1.589363 0.010515  0.362
11 H 0.430633 2.479747 -0.017148  0.427
12 H 2.962634 -0.605305 0.422673  0.377

Atomic forces in eV per Å
-0.79 0.51 0.44
1.67 0.53 -0.03
-0.87 -1.88 -1.36
0.37 -0.25 -0.07
-0.96 0.74 1.28
-1.62 -2.00 -0.11
-0.16 -0.56 -0.52
0.97 1.91 1.46
2.01 1.21 0.73
0.63 0.14 0.02
0.11 1.43 -0.43
-1.38 -1.78 -1.40

Q: What is the formula in the third record?
A: C4H4N2O2